# 1
Formula: C39H39BrIIrN6OP
Source: the Open Molecules 2025 dataset
Level of theory: the ωB97M-V functional and the def2-TZVPD basis

Properties
Energy relative to the best compared isomer or geometry (same formula, charge and spin) in kJ/mol: 107.57
Net charge: +3
Total energy in eV: -142310.33351
Orbital gap in eV: 5.25

CARTESIAN COORDINATES (ANGSTROEM)
Ir -1.1323 -0.0361 -0.2190
I 2.9465 -0.4979 0.7815
C 2.5778 -1.6406 2.4963
C 3.7298 -1.9984 3.1546
C 3.7080 -2.5157 4.4581
C 2.5198 -2.5597 5.1219
C 1.3159 -2.2034 4.4687
C 0.1291 -2.1798 5.2408
C -1.0765 -1.8681 4.6846
C -1.1280 -1.7175 3.2948
C -0.0124 -1.7369 2.4779
P -0.5121 -2.0120 0.7557
C -1.8746 -3.2144 0.9035
C -1.6919 -4.2612 1.8195
C -2.6595 -5.2369 1.9756
C -3.8363 -5.1767 1.2390
C -4.0337 -4.1392 0.3413
C -3.0596 -3.1637 0.1760
C 0.7285 -2.8051 -0.2836
C 1.1945 -2.2405 -1.4692
C 2.0511 -2.9475 -2.2919
C 2.4652 -4.2226 -1.9258
C 2.0155 -4.7895 -0.7420
C 1.1348 -4.0932 0.0723
C 1.2988 -1.8408 3.0848
H 4.6870 -1.8377 2.6770
H 4.6331 -2.8021 4.9380
H 2.4715 -2.8627 6.1597
H 0.2037 -2.4184 6.2945
H -1.9792 -1.8402 5.2783
H -2.1059 -1.7009 2.8341
H -0.7974 -4.3150 2.4268
H -2.4992 -6.0411 2.6807
H -4.5998 -5.9309 1.3730
H -4.9485 -4.0855 -0.2337
H -3.2519 -2.3620 -0.5199
H 0.9162 -1.2336 -1.7565
H 2.4124 -2.5029 -3.2094
H 3.1406 -4.7745 -2.5656
H 2.3411 -5.7794 -0.4533
H 0.7823 -4.5604 0.9803
O 2.8339 4.2893 1.7680
C 1.9644 3.3466 1.4801
C 1.1998 2.6425 2.4244
C 0.3240 1.6893 1.9802
N 0.1310 1.3911 0.6754
C 0.9063 2.0464 -0.2014
Br 0.6754 1.5771 -2.0138
C 1.8125 3.0139 0.1280
H 2.9065 4.4737 2.7162
H 1.3086 2.8195 3.4858
H -0.2150 1.0820 2.6916
H 2.4010 3.5130 -0.6290
C -2.8479 2.2689 0.1451
N -4.0685 2.8998 0.5288
C -4.1308 3.0018 1.9905
N -4.1084 1.6676 2.5912
C -2.8959 0.9957 2.2421
N -2.7525 0.8331 0.7189
C -4.0228 0.0916 0.2753
N -5.2129 0.7819 0.6553
C -5.2187 2.1183 0.0573
C -5.2631 0.9053 2.1120
H -1.9900 2.8243 0.5218
H -2.7976 2.2000 -0.9429
H -5.0517 3.5081 2.2738
H -3.2855 3.5886 2.3532
H -2.8861 0.0000 2.6689
H -2.0500 1.5728 2.5998
H -3.9818 -0.8908 0.7410
H -3.9770 -0.0046 -0.8084
H -6.1351 2.6317 0.3414
H -5.1874 2.0393 -1.0306
H -5.2662 -0.0866 2.5661
H -6.1772 1.4221 2.3985
C -3.2178 -1.8963 -5.9903
C -2.7545 -1.5551 -4.6163
C -2.2311 -2.5165 -3.7532
C -1.8357 -2.1749 -2.4799
N -1.9272 -0.9210 -1.9960
C -2.4234 0.0175 -2.8346
C -2.8366 -0.2506 -4.1138
H -4.2594 -2.2265 -5.9457
H -2.6356 -2.7124 -6.4140
H -3.1741 -1.0357 -6.6544
H -2.1249 -3.5454 -4.0699
H -1.4238 -2.9255 -1.8230
H -2.4742 1.0308 -2.4585
H -3.2163 0.5570 -4.7251

---

# 2
Formula: C39H39Cl3CrN6O2S
Source: the Open Molecules 2025 dataset
Level of theory: the ωB97M-V functional and the def2-TZVPD basis

Properties
<S²>: 6.11
Total energy in eV: -130931.72697
2S+1: 5
Orbital gap (spin up / spin down) in eV: 5.34 / 6.97

CARTESIAN COORDINATES (ANGSTROEM)
Cr -0.3468 1.8407 20.4797
C -2.3075 3.6718 18.2466
C -2.9968 4.4019 19.4211
C -2.4925 3.9511 20.8244
N -1.0262 3.6095 20.8996
C -0.1482 4.4835 21.4823
C -0.3436 5.8783 21.3859
C 0.2002 6.9491 22.1345
C 1.3175 6.9738 22.9805
C 2.1191 5.8430 23.2668
C 1.9217 4.4899 22.8930
C 1.0111 3.8576 22.0227
N 1.1071 2.5797 21.6102
C 2.3335 1.8479 21.8421
C 2.0258 0.3905 22.2532
C 0.6132 0.1681 22.8659
N -0.4659 0.5154 21.9450
C -1.6801 -0.0447 22.0908
C -2.2494 -0.2591 23.3726
C -3.3909 -0.9352 23.7612
C -4.2749 -1.6255 22.9578
C -4.1930 -1.7651 21.5816
C -3.4367 -1.0107 20.6847
C -2.4667 -0.0298 20.8643
N -2.0276 0.8051 19.9000
C -3.1349 1.3109 19.0335
C -2.7679 2.2145 17.8757
H -1.2469 3.6418 18.3430
H -2.4879 4.2995 17.3496
H -4.0620 4.2145 19.4049
H -2.8841 5.4822 19.3571
H -3.0069 3.0582 21.2290
H -2.6460 4.7434 21.5349
H -1.1067 6.2100 20.6675
H -0.3564 7.8408 22.0430
H 1.6479 7.8771 23.5039
H 2.9750 6.0135 23.9592
H 2.6786 3.7729 23.3083
H 2.9087 2.3165 22.6508
H 2.8947 1.8227 20.9253
H 2.7661 -0.0302 22.9023
H 2.0841 -0.2642 21.3705
H 0.4003 0.6989 23.8073
H 0.5423 -0.9421 23.0824
H -1.5975 0.1973 24.1342
H -3.5942 -0.9249 24.8143
H -5.1063 -2.1912 23.3964
H -4.9439 -2.4693 21.1356
H -3.7575 -1.1586 19.6241
H -3.8782 1.7642 19.6893
H -3.6342 0.4121 18.6230
H -3.6046 2.3607 17.1954
H -1.9315 1.7487 17.2950
O 1.2056 -2.9256 19.8504
C 0.2050 -2.6850 20.3662
Cl -2.0764 2.5445 12.8097
C -0.6206 3.1648 13.5483
C -0.6893 4.2639 14.4353
C 0.4496 4.5928 15.1308
C 1.6815 3.9316 14.9950
C 2.8930 4.2844 15.8604
C 3.3686 3.0156 16.5975
N 2.3187 2.2539 17.3120
C 1.8350 0.9570 16.9874
C 0.8733 0.6311 17.8801
N 0.7719 1.7543 18.8360
C 1.6121 2.6965 18.3683
O 2.6342 5.3978 16.7454
C 3.4212 6.5616 16.3511
C 3.1197 7.7872 17.1608
C 4.0216 8.8440 17.3708
Cl 5.5448 9.0802 16.6747
S 3.3992 9.9947 18.4399
C 1.9196 9.1331 18.6776
C 1.9138 8.0032 17.9244
C 1.7852 2.9871 14.0169
Cl 3.2241 2.4276 13.1589
C 0.6341 2.5641 13.3543
H -1.6243 4.8284 14.6460
H 0.3855 5.4152 15.8441
H 3.7472 4.5064 15.1682
H 4.1364 3.2973 17.3473
H 3.8785 2.3182 15.8662
H 2.3758 0.3152 16.2814
H 0.2272 -0.2308 18.0870
H 1.7503 3.7303 18.7561
H 3.2110 6.7325 15.2878
H 4.5185 6.3562 16.4720
H 1.1282 9.5044 19.3173
H 1.0673 7.3037 17.9285
H 0.6836 1.8393 12.5342

---

# 3
Formula: C39H39N5O3PSW
Source: the Open Molecules 2025 dataset
Level of theory: the ωB97M-V functional and the def2-TZVPD basis

Properties
<S²>: 2.03
Energy relative to the best compared isomer or geometry (same formula, charge and spin) in kJ/mol: 407.70
Net charge: +1
Total energy in eV: -76611.42614
2S+1: 3
Orbital gap (spin up / spin down) in eV: 5.60 / 5.99

CARTESIAN COORDINATES (ANGSTROEM)
W -0.3743 0.0520 -0.0512
C -4.4041 0.5859 -2.2170
C -3.3558 0.0747 -1.4378
N -2.2165 0.7100 -1.2605
C -2.0125 1.8887 -1.9115
C -3.0027 2.4709 -2.7232
C -4.2309 1.7869 -2.8443
C -2.7160 3.6753 -3.4144
C -1.4667 4.2158 -3.3149
C -0.4600 3.6212 -2.5224
C -0.7118 2.4705 -1.7977
N 0.1641 1.7641 -1.0054
C 1.4621 2.1874 -0.7044
C 1.8091 3.5073 -0.4680
C 3.1098 3.8487 -0.1255
C 4.0494 2.8512 -0.0698
C 3.7411 1.4995 -0.3076
C 4.9287 0.6542 -0.3727
C 5.0189 -0.5682 -0.8866
C 3.8472 -1.2721 -1.4680
N 1.7661 -0.1137 -0.6999
C 2.3943 1.1320 -0.5518
H -5.3208 0.0232 -2.3144
H -3.4569 -0.8860 -0.9519
H -5.0167 2.2110 -3.4570
H -3.4789 4.1316 -4.0300
H -1.2269 5.1178 -3.8617
H 0.5253 4.0573 -2.5157
H 1.0450 4.2687 -0.5109
H 3.3736 4.8758 0.0820
H 5.0792 3.0990 0.1514
H 5.8326 1.1147 0.0084
H 5.9632 -1.0964 -0.8893
H 4.0908 -2.3303 -1.5530
S -1.4015 -3.1526 -3.2577
C -0.7434 -1.7975 -4.0778
C -0.3540 -0.8025 -3.2245
C -0.5871 -1.1216 -1.8541
C -1.1612 -2.3620 -1.7432
C -1.3358 -2.9583 -0.4408
C -1.7646 -4.2657 -0.2220
C -1.7697 -4.7670 1.0641
C -1.3519 -3.9468 2.1108
C -0.9668 -2.6520 1.8316
N -0.9536 -2.1418 0.5868
H -0.6884 -1.8081 -5.1549
H 0.0808 0.1274 -3.5641
H -2.0633 -4.8711 -1.0666
H -2.0873 -5.7834 1.2538
H -1.3292 -4.3009 3.1309
H -0.6434 -1.9898 2.6223
C 1.8556 -2.4978 -0.9059
N 2.5979 -1.2679 -0.5120
C 3.4648 -0.7380 -2.8406
C 2.9736 -1.4534 0.9301
C 2.0732 -0.8349 1.9853
C 2.6796 -0.9915 3.2396
C 2.1176 -0.4958 4.3932
C 0.9326 0.2054 4.2799
C 0.3346 0.3535 3.0401
C 0.8347 -0.1739 1.8265
H 2.5389 -3.3338 -0.7876
H 1.5194 -2.4186 -1.9315
H 1.0243 -2.6161 -0.2278
H 4.2769 -0.9856 -3.5239
H 3.3529 0.3429 -2.8234
H 2.5455 -1.1796 -3.2213
H 3.9669 -1.0427 1.0607
H 3.0440 -2.5306 1.0927
H 3.6311 -1.5097 3.3020
H 2.6060 -0.6310 5.3488
H 0.4759 0.6495 5.1561
H -0.5753 0.9245 3.0331
C -3.2891 0.8773 4.4021
O -2.7070 1.2137 3.1337
P -2.7836 0.3782 1.7758
O -1.4740 1.5658 1.1047
C -0.9323 2.8212 1.5158
O -3.2761 -0.9941 2.5342
C -4.0386 -1.9482 1.7824
H -3.5358 1.8236 4.8766
H -2.5589 0.3350 5.0022
H -4.1737 0.2599 4.2800
H -1.0890 3.5565 0.7241
H 0.1336 2.7483 1.7299
H -1.4529 3.1586 2.4109
H -4.9712 -1.5007 1.4369
H -4.2673 -2.7753 2.4504
H -3.4834 -2.3296 0.9282